P) ORCA calculation (ωB97M-V/def2-TZVPD) on an isolated molecule of C4H7NO3.

Last column: Mulliken charge in e.
Geometry (Å):
C -1.6552 0.3728 0.9462  -0.55
C -0.7472 0.9397 0.1713  -0.40
C 1.7696 -0.4906 0.7964  -0.08
C -0.0665 0.0128 -0.7933  0.53
N 1.3668 -0.1437 -0.4383  -0.18
O 1.0843 -0.5700 1.7570  -0.48
O 0.0856 0.5204 -2.0609  -0.57
O -0.6463 -1.2177 -0.7004  -0.61
H -2.2241 0.9460 1.6876  0.29
H -1.9299 -0.7246 0.9782  0.20
H -0.4346 1.9386 0.2969  0.41
H 2.8043 -0.6957 0.8562  0.46
H 1.9503 0.0856 -1.2889  0.26
H -0.8430 0.5457 -2.4380  0.40
H -0.5141 -1.5192 0.2300  0.34

Properties
Highest occupied orbital energy = -9.595 eV
SMILES = C=CC(O)(O)NC=O
HOMO-LUMO gap = 0.3807 hartree

---

Q) ORCA calculation (ωB97M-V/def2-TZVPD) on a structure of composition C4H7NO3.

Last column: Mulliken charge in e.
Geometry (Å):
C -0.5032 -0.7188 -0.2727  0.29
C -0.7979 -1.3829 1.0689  -1.30
C -0.0678 0.7223 -0.0246  0.68
C 1.0748 1.1799 -0.8918  0.12
O 1.5943 0.7027 0.7546  -0.59
O -1.6274 -0.6989 -1.1397  -0.56
N 1.6776 1.4710 -1.8726  -0.37
O -0.8209 1.5824 0.4312  -0.67
H 1.4424 1.4392 1.3646  0.36
H -2.2752 -0.0893 -0.7593  0.37
H 0.2744 -1.2737 -0.7996  0.37
H 2.6441 1.7104 -2.0358  0.31
H 0.1159 -1.4550 1.6578  0.34
H -1.5396 -0.8059 1.6249  0.30
H -1.1917 -2.3834 0.8941  0.36

Properties
Highest occupied orbital energy = -9.571 eV
HOMO-LUMO gap = 0.3750 hartree

---

Short version: Q) is the least stable of them.

---

P) ORCA calculation (ωB97M-V/def2-TZVPD) on a structure of composition C4H2O.

Last column: Mulliken charge in e.
Geometry (Å):
C 0.1358 0.6099 -0.7935  -0.07
C -0.5042 -0.4345 -0.2376  -0.07
C 0.9376 0.4028 0.2080  -0.51
C -0.1533 0.0341 1.0319  0.64
O -0.5087 0.0892 2.1827  -0.51
H 0.4237 0.7771 -1.7511  0.33
H -0.3309 -1.4785 -0.6403  0.17

Properties
Highest occupied orbital energy = -9.466 eV
HOMO-LUMO gap = 0.3299 hartree

---

Q) ORCA calculation (ωB97M-V/def2-TZVPD) on a structure of composition C4H2O.

Last column: Mulliken charge in e.
Geometry (Å):
C -0.9430 0.5735 0.2881  -0.05
C -0.2451 -0.7178 0.0125  -0.02
C 0.1784 1.1574 -0.2678  -0.49
C 1.0582 -0.1673 -0.0834  0.54
O 2.1708 -0.4797 0.1023  -0.44
H -1.7760 0.8618 0.9401  0.34
H -0.4433 -1.2279 -0.9918  0.11

Properties
Highest occupied orbital energy = -9.444 eV
HOMO-LUMO gap = 0.3263 hartree

---

Short version: P) is the least stable of them.

---

P) ORCA calculation (ωB97M-V/def2-TZVPD) on the ion C5H8ClN2 with charge +1.

Last column: Mulliken charge in e.
Geometry (Å):
C 0.0192 -1.3519 0.5852  -0.53
C -0.7500 -0.2850 0.6465  -0.17
C 2.8068 -0.0613 -0.0722  0.55
C 0.9658 -1.6353 -0.6142  -0.47
C -1.9045 1.8736 -0.0356  -0.93
N -0.8397 0.7833 -0.2552  -0.21
N 2.0651 -0.8929 -0.4776  0.06
Cl 4.1138 0.8534 0.4070  0.07
H -0.0293 -2.1046 1.2708  0.45
H -1.3585 -0.0252 1.5511  0.34
H 1.2104 -2.7904 -0.3430  0.25
H 0.6264 -1.5091 -1.6366  0.37
H -1.4663 2.4498 0.7384  0.36
H -2.0756 2.4764 -0.9535  0.31
H -2.8431 1.5167 0.3579  0.31
H -0.5402 0.7025 -1.1693  0.24

Properties
Highest occupied orbital energy = -12.139 eV
SMILES = CN/C=C\C[N+]#CCl
HOMO-LUMO gap = 0.2685 hartree
Net charge = +1

---

Q) ORCA calculation (ωB97M-V/def2-TZVPD) on a cluster of 2 separate species, C5H8ClN2 in total.

Last column: Mulliken charge in e.
Geometry (Å):
C 0.7520 1.2138 1.3674  -0.16
C -0.2716 0.6246 0.6099  -0.66
C 2.1058 1.0799 0.9366  -0.42
C 0.0254 -0.1070 -0.5344  -0.07
C 2.3794 0.4276 -0.2227  -0.10
N 1.3060 -0.1860 -0.9546  0.00
N -3.0147 -1.3531 -0.4174  -0.70
Cl 1.5699 -0.7154 -2.5442  0.08
H 0.5981 2.0007 2.0680  0.40
H -1.2677 0.7391 0.8329  0.54
H 2.8225 1.5426 1.6056  0.37
H -0.6585 -0.5216 -1.1673  0.60
H 3.4195 0.0934 -0.5912  0.37
H -2.5698 -2.1062 -0.9332  0.25
H -3.9807 -1.1185 -0.6448  0.23
H -3.2156 -1.6139 0.5894  0.26

Properties
Highest occupied orbital energy = -13.557 eV
HOMO-LUMO gap = 0.3067 hartree
Net charge = +1

---

Short version: P) is the least stable of them.

---

P) ORCA calculation (ωB97M-V/def2-TZVPD) on a structure of composition C4H13N2S.

Last column: Mulliken charge in e.
Geometry (Å):
C -2.5859 0.5259 1.1260  -1.02
N 0.3937 0.2533 -0.6636  -0.56
C 1.7304 -0.3151 -0.6383  -0.54
C 2.6422 0.7995 -0.0607  -0.60
S 4.3829 0.2839 -0.0136  -0.25
C -2.6441 -0.7349 0.2802  -0.35
N -1.3719 -1.3741 0.0534  -0.58
H -1.7884 1.1820 0.7706  0.30
H -2.4693 0.3305 2.1864  0.24
H 0.1302 0.1842 -1.6509  0.27
H 1.8215 -1.2191 -0.0467  0.39
H 2.0993 -0.4901 -1.6726  0.32
H 2.3274 1.2500 0.8793  0.38
H 2.5100 1.5282 -0.8687  0.32
H 4.9474 1.5047 0.0269  0.12
H -3.3440 -1.4334 0.7639  0.35
H -3.1566 -0.5197 -0.6746  0.25
H -1.5536 -2.2474 -0.4282  0.19
H -0.5652 -0.6025 -0.3280  0.43
H -3.5061 1.0943 0.9592  0.32

Properties
Highest occupied orbital energy (alpha / beta) = -8.932 / -8.498 eV
HOMO-LUMO gap (alpha / beta) = 0.3638 / 0.2574 hartree
Multiplicity = 2

---

Q) ORCA calculation (ωB97M-V/def2-TZVPD) on an isolated molecule of C4H13N2S.

Last column: Mulliken charge in e.
Geometry (Å):
C 0.6379 -1.1579 -0.3360  -0.67
N -0.7239 -0.8182 0.0974  -0.40
C -1.1122 0.5837 -0.0104  -1.02
C -1.0932 1.1390 -1.4540  -0.48
S -2.4866 2.2957 -1.6424  -0.24
C 1.6414 -0.5492 0.6131  -1.42
N 1.2314 -0.8237 2.0534  -2.12
H 0.8281 -0.7433 -1.3262  0.29
H 0.6535 -2.2504 -0.3256  0.52
H -1.3664 -1.3551 -0.4732  0.27
H -0.4432 1.1922 0.5861  0.34
H -2.1272 0.6622 0.3709  0.65
H -0.1164 1.5596 -1.6768  0.35
H -1.3131 0.3207 -2.1296  0.29
H -1.9599 3.0946 -2.5783  0.13
H 1.6951 0.5279 0.4890  0.38
H 2.6449 -0.9449 0.5477  0.74
H 1.3970 -0.0263 2.7169  0.94
H 1.7810 -1.6466 2.4212  0.98
H 0.2320 -1.0598 2.0569  0.46

Properties
Highest occupied orbital energy (alpha / beta) = -3.465 / -9.404 eV
HOMO-LUMO gap (alpha / beta) = 0.1513 / 0.3666 hartree
Multiplicity = 2

---

Short version: Q) is the least stable of them.